i:
The following is a DFT calculation (the ωB97M-V functional and the def2-TZVPD basis) of a cluster of 2 separate species, C4H10N2OS in total.

* 2S+1: 1
* net charge: 0

```
18
C4H10N2OS | OMol25 | the ωB97M-V functional and the def2-TZVPD basis
C 0.027 1.164 -0.811
C 0.643 2.283 0.102
C -3.655 -0.683 -0.927
C -2.221 -0.370 -1.093
N 0.339 -1.437 0.029
N 1.344 -1.707 0.851
O 0.612 0.499 -1.633
S -1.668 0.997 -0.244
H 0.667 2.081 1.182
H 0.003 3.254 0.063
H 1.608 2.503 -0.271
H -4.023 -0.484 -1.882
H -3.770 -1.756 -0.689
H -4.114 -0.055 -0.194
H -1.374 -1.033 -1.411
H 1.596 -2.726 1.151
H 2.176 -1.091 0.748
H -0.140 -2.218 -0.204
```

***

ii:
The following is a DFT calculation (the ωB97M-V functional and the def2-TZVPD basis) of the molecule C4H10N2OS.

* 2S+1: 1
* net charge: 0
* SMILES string: [H]/N=C(/NS)[C@H](C)CO

```
18
C4H10N2OS | OMol25 | the ωB97M-V functional and the def2-TZVPD basis
H -0.652 -2.619 1.489
N -0.674 -2.388 0.533
C -0.130 -1.194 0.337
N 0.022 -0.671 -0.974
S -0.840 0.600 -1.825
C 0.198 -0.241 1.439
C -0.820 0.923 1.473
C 1.524 0.375 1.068
O 1.456 1.210 -0.201
H -0.256 -1.470 -1.456
H 0.209 1.578 -1.584
H 0.382 -0.842 2.397
H -0.494 1.575 2.165
H -1.824 0.678 1.964
H -0.751 1.339 0.289
H 2.227 -0.391 0.938
H 1.964 0.957 1.910
H 0.910 2.154 -0.124
```

***

Most stable pick: ii. Distance to second place: 22.5 kcal/mol.

***

i:
The following is a DFT calculation (the ωB97M-V functional and the def2-TZVPD basis) of the molecule C3H4ClF.

* 2S+1: 1
* net charge: 0
* SMILES string: FC1(Cl)CC1

```
9
C3H4ClF | OMol25 | the ωB97M-V functional and the def2-TZVPD basis
F 0.203 1.892 -0.078
C 0.533 0.542 -0.007
Cl 2.251 0.183 0.006
C -0.354 -0.404 -0.766
C -0.454 -0.288 0.738
H 0.287 -1.268 -1.157
H -1.227 -0.024 -1.259
H -0.091 -1.089 1.392
H -1.149 0.457 1.131
```

***

ii:
The following is a DFT calculation (the ωB97M-V functional and the def2-TZVPD basis) of a cluster of 2 separate species, C3H4ClF in total.

* 2S+1: 1
* net charge: 0
* SMILES string: C=C=CF.Cl

```
9
C3H4ClF | OMol25 | the ωB97M-V functional and the def2-TZVPD basis
C -1.977 -0.336 0.349
C -0.968 0.305 -0.191
C 0.218 0.691 -0.519
F 1.022 1.526 0.283
H -2.937 0.104 0.424
H -1.828 -1.391 0.522
H 0.618 0.772 -1.573
Cl 2.951 -1.316 -0.063
H 2.902 -0.355 0.768
```

***

iii:
The following is a DFT calculation (the ωB97M-V functional and the def2-TZVPD basis) of a cluster of 2 separate species, C3H4ClF in total.

* 2S+1: 1
* net charge: 0

```
9
C3H4ClF | OMol25 | the ωB97M-V functional and the def2-TZVPD basis
C 0.853 -0.413 0.912
C 0.591 -1.080 -0.147
C -3.430 0.124 -0.055
F 1.348 -1.861 -0.879
Cl -4.997 0.403 0.369
H 1.775 -0.453 1.353
H 0.129 0.260 1.114
H -0.418 -0.956 -0.465
H -3.346 -0.910 -0.407
```

***

Most stable pick: i. Distance to second place: 25.2 kcal/mol.

***

i:
The following is a DFT calculation (the ωB97M-V functional and the def2-TZVPD basis) of the ion CH3N2O3S with charge -1.

* 2S+1: 1
* net charge: -1

```
10
CH3N2O3S | OMol25 | the ωB97M-V functional and the def2-TZVPD basis
C -0.408 -0.719 0.791
N -0.274 0.139 -0.165
N 0.261 1.430 -0.177
O 1.581 2.946 -1.916
O -0.153 -0.484 2.012
O 0.921 0.562 -2.337
S 1.619 1.514 -1.416
H -0.448 -1.727 0.414
H -0.505 -0.243 -1.130
H 0.425 1.760 0.735
```

***

ii:
The following is a DFT calculation (the ωB97M-V functional and the def2-TZVPD basis) of a cluster of 2 separate species, CH3N2O3S in total.

* 2S+1: 1
* net charge: -1

```
10
CH3N2O3S | OMol25 | the ωB97M-V functional and the def2-TZVPD basis
C 0.330 0.492 -0.381
N -0.326 -0.769 -0.304
N -0.598 0.286 0.711
O -0.302 1.571 -4.142
O -1.922 0.354 -2.831
O -2.012 2.863 -2.949
S -1.215 1.633 -3.007
H 1.368 0.428 -0.261
H -1.231 -0.833 -0.776
H -0.102 -0.034 1.607
```

***

Most stable pick: i. Distance to second place: 81.6 kcal/mol.

***

i:
The following is a DFT calculation (the ωB97M-V functional and the def2-TZVPD basis) of the molecule C2H5N2P.

* 2S+1: 1
* net charge: 0

```
10
C2H5N2P | OMol25 | the ωB97M-V functional and the def2-TZVPD basis
C -0.414 -0.870 -0.095
C -0.070 0.467 -0.459
N 1.913 -1.608 -0.091
N 2.403 -0.559 0.021
P 1.789 1.000 -0.031
H -0.533 -1.135 0.941
H -0.736 -1.581 -0.826
H -0.153 0.651 -1.530
H -0.573 1.264 0.096
H 1.667 0.959 1.371
```

***

ii:
The following is a DFT calculation (the ωB97M-V functional and the def2-TZVPD basis) of the molecule C2H5N2P.

* 2S+1: 1
* net charge: 0
* SMILES string: C1=NPNC1

```
10
C2H5N2P | OMol25 | the ωB97M-V functional and the def2-TZVPD basis
C 0.179 0.738 -1.073
N -0.593 1.665 -0.749
P -1.441 1.296 0.718
N -0.829 -0.373 0.777
C 0.313 -0.388 -0.115
H 0.669 0.695 -2.123
H -0.345 1.821 1.624
H -1.584 -1.115 0.523
H 0.403 -1.445 -0.501
H 1.084 -0.050 0.569
```

***

Most stable pick: ii. Distance to second place: 54.2 kcal/mol.

***

i:
The following is a DFT calculation (the ωB97M-V functional and the def2-TZVPD basis) of a cluster of 2 separate species, C4H7NOS2 in total.

* 2S+1: 1
* net charge: 0

```
15
C4H7NOS2 | OMol25 | the ωB97M-V functional and the def2-TZVPD basis
C -1.584 -2.653 0.493
C -0.507 -1.549 0.057
C 0.399 0.710 -1.122
C 0.703 1.519 -0.066
H -0.687 -3.711 0.896
H -2.308 -2.815 -0.560
H -2.220 -2.166 1.459
H 1.277 -0.046 -1.033
H 0.306 1.386 -2.085
H 0.623 0.945 1.002
H 1.710 4.164 0.630
N 1.121 2.826 -0.450
O 1.369 3.301 0.932
S 0.990 -1.792 0.514
S -1.190 -0.118 -0.668
```

***

ii:
The following is a DFT calculation (the ωB97M-V functional and the def2-TZVPD basis) of a structure of composition C4H7NOS2.

* 2S+1: 1
* net charge: 0

```
15
C4H7NOS2 | OMol25 | the ωB97M-V functional and the def2-TZVPD basis
C 1.022 0.483 -0.108
C -0.472 0.514 0.020
C -0.919 -0.459 1.135
C -1.165 -0.219 -1.115
H 3.535 -1.831 0.007
H 1.469 1.397 -0.541
H -1.687 1.990 0.299
H -0.166 -0.777 1.830
H -1.709 -0.015 1.763
H -2.163 0.303 -1.454
H -0.621 -0.542 -2.000
N 1.721 -0.514 0.218
O -0.746 1.874 0.093
S 3.406 -0.514 -0.082
S -1.504 -1.689 -0.066
```

***

Most stable pick: ii. Distance to second place: 111.2 kcal/mol.

***

i:
The following is a DFT calculation (the ωB97M-V functional and the def2-TZVPD basis) of a cluster of 2 separate species, C3H5O3 in total.

* 2S+1: 1
* net charge: -1

```
11
C3H5O3 | OMol25 | the ωB97M-V functional and the def2-TZVPD basis
O -1.009 0.339 -2.600
C -1.505 0.315 -1.431
C -0.698 -0.101 -0.179
H -2.690 0.363 -1.320
H -0.049 -0.856 -0.658
H -0.095 0.572 0.359
H -1.386 -0.517 0.558
O 1.154 0.690 2.208
C 1.821 0.040 1.305
O 2.943 0.248 0.581
H 1.515 -1.092 1.177
```

***

ii:
The following is a DFT calculation (the ωB97M-V functional and the def2-TZVPD basis) of a cluster of 2 separate species, C3H5O3 in total.

* 2S+1: 1
* net charge: -1

```
11
C3H5O3 | OMol25 | the ωB97M-V functional and the def2-TZVPD basis
O 2.957 1.427 0.868
C 2.065 0.710 0.481
C 0.615 1.065 0.516
H 2.290 -0.266 0.013
H -0.037 0.255 0.165
H 0.386 1.909 -0.142
H 0.284 1.247 1.542
O -1.404 -1.272 0.108
C -2.137 -1.635 -0.846
O -1.822 -2.189 -1.915
H -3.197 -1.251 -0.789
```

***

Most stable pick: ii. Distance to second place: 28.8 kcal/mol.

***

i:
The following is a DFT calculation (the ωB97M-V functional and the def2-TZVPD basis) of a cluster of 3 separate species, H5OS2 in total.

* 2S+1: 1
* net charge: +1

```
8
H5OS2 | OMol25 | the ωB97M-V functional and the def2-TZVPD basis
O 0.838 3.381 1.137
H 1.722 3.700 0.904
H 0.815 2.514 0.715
H -1.031 -1.221 -0.430
S 0.153 0.359 0.631
S -0.703 -2.278 -1.251
H 0.258 0.114 1.959
H 0.143 -2.190 -2.303
```

***

ii:
The following is a DFT calculation (the ωB97M-V functional and the def2-TZVPD basis) of a cluster of 3 separate species, H5OS2 in total.

* 2S+1: 1
* net charge: +1

```
8
H5OS2 | OMol25 | the ωB97M-V functional and the def2-TZVPD basis
O -2.584 1.104 1.461
H -2.804 1.690 0.683
H -1.998 0.343 1.215
H 0.938 -0.088 -0.626
S -0.693 -1.220 -0.024
S 2.078 0.692 -0.757
H -0.451 -2.031 0.939
H 2.814 -0.296 -1.398
```

***

Most stable pick: ii. Distance to second place: 1.8 kcal/mol.

***

i:
The following is a DFT calculation (the ωB97M-V functional and the def2-TZVPD basis) of a cluster of 2 separate species, C5H15N2 in total.

* 2S+1: 2
* net charge: 0

```
22
C5H15N2 | OMol25 | the ωB97M-V functional and the def2-TZVPD basis
C 2.028 -1.701 -0.985
C 0.247 -0.686 -2.320
N 1.417 -0.625 -1.797
H 2.166 -1.294 0.033
H 2.988 -1.909 -1.495
H 1.246 -2.463 -0.941
H -0.370 -1.585 -2.196
H -0.074 0.142 -2.935
H 1.910 0.218 -1.879
C -1.872 0.482 2.098
N -0.756 1.177 1.400
C 0.421 0.303 1.231
C -1.182 1.637 0.083
H -1.546 0.176 3.109
H -2.148 -0.436 1.532
H -2.693 1.206 2.212
H 1.242 0.855 0.731
H 0.788 -0.058 2.234
H 0.076 -0.644 0.693
H -0.339 2.197 -0.377
H -2.092 2.259 0.189
H -1.455 0.750 -0.620
```

***

ii:
The following is a DFT calculation (the ωB97M-V functional and the def2-TZVPD basis) of the molecule C5H15N2.

* 2S+1: 2
* net charge: 0

```
22
C5H15N2 | OMol25 | the ωB97M-V functional and the def2-TZVPD basis
N -1.931 0.906 -0.047
C -0.587 1.410 -0.312
C -0.253 2.671 0.515
C 0.550 0.446 -0.038
N 0.028 -0.878 -0.625
C 0.944 -2.054 -0.523
C 1.299 -2.441 0.897
H -2.524 1.435 -0.636
H -0.777 -1.169 -0.080
H -2.146 1.325 0.825
H -0.386 1.672 -1.315
H 0.535 3.205 -0.016
H -0.104 2.075 1.443
H -1.172 3.218 0.772
H 1.472 0.617 -0.498
H 0.701 0.182 1.021
H -0.374 -0.742 -1.614
H 0.575 -2.904 -1.053
H 1.845 -1.673 -0.997
H 0.364 -2.285 1.539
H 2.081 -1.886 1.312
H 1.510 -3.456 0.768
```

***

Most stable pick: i. Distance to second place: 33.8 kcal/mol.